A cluster of 9 separate species, C18H27Cl16NO4S2 in total, computed with the ωB97M-V functional and the def2-TZVPD basis.

Computed properties:
E_HOMO = -9.4 eV
Structure (SMILES) = [H]/N=C(/C)CC1=C(S)C(=O)C(S(C)(=O)=O)=CC1=O.ClCCl.ClCCl.ClCCl.ClCCl.ClCCl.ClCCl.ClCCl.ClCCl
LUMO energy = -1.56 eV

Structure (ORCA input):
```
! RIJCOSX wB97M-V def2-TZVPD def2/J DEFGRID3
* xyz 0 1
Cl 8.8640 -3.7012 -1.8354
C -0.8249 0.0431 0.6656
H 0.8588 1.8089 3.1731
Cl -2.3077 2.0567 4.7791
Cl 4.5080 -1.0774 -2.8914
N -1.5537 3.4504 1.8055
C 1.6729 -0.4274 -0.2452
C -0.3715 3.0124 1.9106
Cl 0.1787 -4.9718 1.9392
H 2.6069 -2.8153 -5.2402
H 0.4006 4.8583 1.1786
C 0.7540 3.8611 1.4115
H 10.0274 -1.8505 -0.9701
S 3.0061 1.1853 1.5865
H 10.0721 -3.2466 0.1309
Cl -3.0585 2.2521 -1.2412
Cl -3.5302 -1.7774 -1.9498
H 1.1838 -3.8348 -5.5342
H 6.8532 -0.9390 -3.0157
Cl -4.7791 2.9007 1.0112
C 0.5837 -0.2401 -1.2605
H -5.3308 2.8610 -1.2704
C -4.1464 -2.0583 -0.3148
C 9.4519 -2.6582 -0.5341
H -4.2721 4.2323 -0.8608
C -3.5782 3.1102 5.4361
C -0.6495 -0.0349 -0.8292
C 1.9834 -3.2712 -5.9981
H -7.9177 -0.9463 1.7268
H -8.0919 -0.5774 3.4579
H -3.6768 2.9150 6.4971
C 1.5382 0.4936 0.9286
S 0.9601 -0.2930 -2.9991
O -1.7821 -0.4277 1.2467
H -2.2219 2.7751 2.1739
C 0.0007 1.6590 2.5258
O 2.5376 -1.2647 -0.3490
C 0.3003 0.7314 1.3795
H -0.9486 -2.9381 2.2847
C -4.4655 3.1783 -0.7005
Cl 6.3229 0.4803 -1.2094
Cl -6.2515 0.5192 2.4907
Cl 8.1205 -1.9624 0.3987
H 1.5642 1.9909 -2.8261
C -1.1858 -3.9809 2.4613
C 6.1320 -0.9760 -2.2077
Cl -5.1342 2.8188 4.6593
C 2.0286 1.1017 -3.2407
H -1.4648 0.1014 -1.5217
H 6.3040 -1.8460 -1.5900
H -3.2868 4.1402 5.2673
H 1.5360 3.9430 2.1641
H -3.9086 -1.2005 0.3022
H 2.2063 1.2294 -4.3012
Cl -9.1010 1.0539 2.0973
Cl 1.2706 -1.9918 -6.9868
C -7.8787 -0.1665 2.4784
H -3.6685 -2.9454 0.0875
H 1.2276 3.4562 0.5198
Cl 2.9733 -4.3770 -6.9659
H 3.8724 0.7395 0.6579
Cl -2.6654 -4.3752 1.5740
O -0.2693 0.0091 -3.6756
H -0.8491 1.2500 3.0763
H -1.3609 -4.1541 3.5161
O 1.5676 -1.5236 -3.4066
Cl -5.9028 -2.3087 -0.3046
H 2.9658 0.9411 -2.7238
*
```

=====

A structure of composition C18H27ClKN3O5S, computed with the ωB97M-V functional and the def2-TZVPD basis.

Computed properties:
E_HOMO = -0.4 eV
LUMO energy = 4.17 eV

Structure (ORCA input):
```
! RIJCOSX wB97M-V def2-TZVPD def2/J DEFGRID3
* xyz -2 1
H 4.1322 3.9296 2.3732
H 1.9665 5.0454 1.9129
H -0.9127 -2.2430 -1.7832
H -2.9722 -2.2720 3.9680
N 1.4310 3.8847 0.3007
O -0.5291 -3.2106 2.0451
H -1.7890 -2.9914 -4.0650
S -0.1419 3.6543 2.4594
O -4.1885 0.3752 1.0957
H 2.8405 2.7215 2.2885
H 1.3516 1.1358 -1.1638
C 0.0634 -2.1625 -2.2387
C 3.4037 3.4546 1.7111
O 1.1558 -1.0267 2.3988
H 1.3752 -0.1905 4.2800
C 1.7544 -2.6537 -5.5467
H 3.0034 5.2069 0.4938
C -2.4930 0.3072 2.7808
O -2.0333 0.5471 0.4619
C 0.2849 3.3822 0.8377
H -1.2857 2.5110 -1.9155
C 0.4242 1.2448 -1.7331
H -0.4850 -1.7715 4.4251
K -0.9669 -1.5139 0.5347
H -1.0138 -0.1427 4.8345
H -3.3648 0.3107 3.4499
N -0.5391 2.7537 -0.0178
N -1.6740 -0.8903 2.9652
Cl 0.9576 -3.3898 -8.0785
H 0.5132 0.7863 3.0854
C -1.5543 -3.3936 2.7816
C 0.2665 -2.4697 -3.5724
C -0.3039 2.5442 -1.4431
H 2.4077 -2.0765 -3.6075
C 1.5569 -2.3755 -4.2112
O -1.9376 -4.4466 3.2928
C -2.4353 -2.1356 3.0191
H 0.6663 -1.8779 2.3756
H -3.2052 -2.1030 2.2346
C 0.6969 -3.0460 -6.3611
H -1.4043 -3.4688 -6.4221
H 1.7691 3.3788 -0.5004
C -0.7861 -2.8898 -4.4653
H 3.9566 2.9199 0.9357
H 2.7499 -2.5696 -5.9710
C -0.5716 -3.1612 -5.7980
C -2.9759 0.4364 1.3169
H 0.8985 -1.8490 -1.6197
H 0.1945 3.4214 -1.8585
H 0.6513 1.1297 -2.7945
C 0.6479 -0.2337 3.4593
H -1.2410 2.1407 0.3981
C -0.6641 -0.7780 4.0043
H -1.8722 1.1830 2.9923
C 2.4642 4.4903 1.1175
H -0.2436 0.4377 -1.4635
*
```

=====

An isolated molecule of C18H27ClN2O, computed with the ωB97M-V functional and the def2-TZVPD basis.

Computed properties:
ΔE to the lowest compared entry with this formula, charge and spin = 13.3 kJ/mol
E_HOMO = -8.6 eV
Structure (SMILES) = C[C@@H](C(=O)NCC1CCCCC1)N(C)Cc1ccc(Cl)cc1
LUMO energy = 0.64 eV

Structure (ORCA input):
```
! RIJCOSX wB97M-V def2-TZVPD def2/J DEFGRID3
* xyz 0 1
H 2.1695 1.2072 -3.0947
H -1.1425 -0.7830 2.1966
H -2.6649 -1.2831 2.9369
C -1.1588 -2.5948 0.1189
C 1.8178 0.5152 0.1724
C 1.9641 0.4911 -2.2907
C -0.7705 2.8921 1.5875
C 0.0541 2.2252 0.7007
H -2.8911 -3.1152 1.2839
C 0.4946 0.0846 -2.5025
Cl -1.7095 3.4411 4.0590
H 1.7934 0.3291 2.8879
C -2.8725 -0.3783 0.9892
C -1.1855 -1.6872 -2.2559
C 1.0752 1.0484 2.5198
H 1.2741 -0.4077 -0.0506
H 2.9317 2.8338 -0.0904
H -1.0217 -3.6064 -0.2731
H -2.9837 0.6344 1.3804
C -2.1305 -0.3318 -0.3422
C -1.9170 -2.6468 1.4421
O -0.3124 0.8793 -2.9349
H 2.9334 -1.3269 -1.5411
H -1.1539 -2.6884 -2.6973
C 2.9812 -0.6555 -2.3968
C -0.6691 2.6234 2.9429
H -2.6924 0.2636 -1.0634
H -0.0144 2.4170 -0.3591
H 0.3257 1.5089 4.4758
C 0.2538 1.7068 3.4178
C 0.9810 1.2959 1.1571
C -2.1151 -1.2387 1.9948
H -1.1673 0.1569 -0.1958
H -0.1714 -2.1647 0.3038
H 3.1278 2.8199 -1.8470
H 2.8116 -1.2250 -3.3075
N 2.0153 1.2548 -1.0549
H 2.7744 0.2307 0.6446
H 3.9873 -0.2435 -2.4375
N 0.1661 -1.1812 -2.1672
H 4.0879 1.7108 -0.8366
H -1.3652 -3.2573 2.1606
C -1.9110 -1.7375 -0.9008
H -2.8889 -2.1983 -1.0821
H 0.8726 -1.8150 -1.8347
H -3.8717 -0.7938 0.8372
C 3.1056 2.1952 -0.9561
H -1.7253 -1.0153 -2.9275
H -1.4920 3.6099 1.2304
*
```

=====

A structure of composition C18H27CoN2O4P2S2, computed with the ωB97M-V functional and the def2-TZVPD basis.

Computed properties:
E_HOMO (alpha / beta) = -14.2 / -15.1 eV
<S²> = 6.056
LUMO energy (alpha / beta) = -7.02 / -8.14 eV

Structure (ORCA input):
```
! RIJCOSX wB97M-V def2-TZVPD def2/J DEFGRID3
* xyz 2 5
C -2.4666 2.0126 -2.2465
C -1.4555 -2.2330 -3.7717
H 0.4673 1.6261 -0.0136
H -3.2422 1.7750 0.8087
H 3.8390 3.0809 -3.8631
H -0.3456 -3.1664 -5.3587
H 0.7922 -1.6621 6.0751
C -0.3822 0.2595 3.5071
C 2.1198 -1.2199 -1.9782
S 2.2123 -0.1773 3.9674
P 1.9888 -0.6005 -0.3242
C 0.4962 -0.3982 4.3719
O 0.2604 3.6710 -1.1444
O 2.9144 3.2280 -3.9425
Co -0.0721 0.2519 -0.5480
H -1.7059 2.0062 -3.0226
N -0.2255 -1.0963 -2.0852
H 3.2021 1.5189 -0.5394
H -2.4335 0.6243 2.9863
H 2.6262 2.8197 -4.7748
C 0.9201 -2.1708 -3.9593
O 2.9270 0.5830 4.9687
H 0.6966 3.2260 -1.8636
N 1.7058 0.7689 2.6236
C -3.4910 0.9120 0.1680
H -3.1284 -1.5468 -1.2968
H 1.8549 -2.2111 -4.5344
C -1.3847 -1.4366 -2.6378
H 3.0453 -1.2210 -2.5775
H -3.4404 1.9043 -2.7325
H -3.2839 -0.7187 4.8968
C 2.0748 -2.0644 0.7009
H 2.3669 -1.8732 1.7331
H 2.9714 1.0066 1.1617
C -2.2212 -0.6379 4.7400
H 1.0848 -2.5377 0.7075
H -2.4324 -2.5335 -4.1185
C 3.2162 0.6558 0.1416
P -2.1964 0.6598 -1.1011
C 0.0520 -1.1881 5.4217
C -0.3076 -2.5764 -4.4563
H -3.5668 0.0185 0.8079
H -3.3878 -0.6154 -2.7480
H -4.4714 1.1020 -0.3080
H -2.4397 2.9655 -1.7244
H 2.8053 -2.7304 0.2357
H 4.2211 0.2123 0.1553
C -1.3329 -1.2911 5.6094
H -1.7176 -1.8725 6.4461
C -2.6309 -0.8561 -1.9961
C 0.4065 0.9170 2.4818
H 1.0154 4.0230 -0.7643
O 2.7443 -1.4643 3.5502
S -0.4559 1.6883 1.1659
C -1.7639 0.1189 3.6653
C 0.9550 -1.5360 -2.6660
*
```

=====

Record-wise max |F| values, in Eh/bohr: 0.036, 0.036, 0.010, 0.071
Record-wise energy values, in eV: -250811.2874, -73497.6469, -36655.4955, -108131.1923